Record 1
{"formula": "C27H24BN7NiO5", "method": "ωB97M-V with the def2-TZVPD basis set", "species": ["Ni", "O", "O", "O", "O", "O", "N", "N", "N", "N", "N", "N", "N", "C", "C", "C", "C", "C", "C", "C", "C", "C", "C", "C", "C", "C", "C", "C", "C", "C", "C", "C", "C", "C", "C", "C", "C", "C", "C", "C", "B", "H", "H", "H", "H", "H", "H", "H", "H", "H", "H", "H", "H", "H", "H", "H", "H", "H", "H", "H", "H", "H", "H", "H", "H"], "coordinates": [[-0.07485, 0.18176, 0.10929], [1.92921, 0.43903, 2.37783], [-1.33628, -0.72191, -1.28529], [0.06159, 1.70028, 2.60945], [0.45482, 3.19566, -2.69375], [2.77352, -2.93143, 0.20514], [1.64782, -0.96127, -0.36473], [-0.32268, -1.51481, 1.32084], [-2.23608, 3.17501, -3.30187], [0.89267, 1.42112, -1.24180], [-2.42244, -0.14126, -1.72328], [-1.57764, -0.58195, -5.16935], [-1.34310, 1.97584, 0.11989], [2.94827, 1.65607, -2.57731], [-2.48329, 1.88080, -2.87858], [2.10147, 0.95414, -1.71284], [4.14805, 1.10360, -3.00856], [-1.21273, -2.77454, 3.14845], [-2.50192, 2.16642, 0.75687], [3.71683, -0.88009, -1.71041], [-3.43447, 3.48031, -1.02689], [-2.35112, 2.92170, -1.84944], [-3.50657, 3.03199, 0.25041], [2.50859, -0.34646, -1.24960], [-1.14610, 2.53050, -1.06237], [0.17569, 2.41971, -1.73863], [3.19630, 2.19722, 3.35652], [0.71181, 3.21260, 4.34995], [-1.26907, -1.74472, 2.22744], [1.84474, -2.09374, 0.27662], [0.85627, -3.41240, 2.16418], [-2.21113, 0.57357, -2.96169], [0.70097, 1.76102, 3.88148], [2.11454, 1.14184, 3.60018], [0.73446, -2.34695, 1.27617], [-1.81488, -0.05659, -4.16965], [2.59576, 0.15924, 4.66230], [4.52516, -0.16237, -2.58550], [-0.14563, 0.92724, 4.84787], [-0.11627, -3.63147, 3.12047], [0.75359, 0.84435, 1.75089], [-4.12769, 4.18364, -1.46913], [-2.01163, -2.90831, 3.86783], [2.89683, 2.85356, 2.53920], [4.78606, 1.66431, -3.68515], [-1.26794, 3.34590, -3.59238], [-0.03522, -4.44601, 3.83042], [-2.58674, 1.72472, 1.74214], [3.60281, -0.17455, 4.40903], [-0.31938, 3.53881, 4.49519], [4.00419, -1.86302, -1.37000], [1.73416, -4.03693, 2.06942], [0.24649, 0.95345, 5.86713], [-1.15767, 1.33628, 4.84844], [3.39189, 2.78840, 4.25409], [-0.19930, -0.10656, 4.50431], [4.11268, 1.68917, 3.05480], [5.45281, -0.60078, -2.94157], [1.25187, 3.31809, 5.29451], [2.64207, 2.63585, -2.91256], [-2.11217, -1.06202, 2.21204], [1.16399, 3.85487, 3.59652], [1.94920, -0.71689, 4.69808], [-4.30536, 3.35908, 0.90851], [2.61913, 0.63292, 5.64744]], "s_squared": 2.0693, "charge": -2, "energy_ev": -90773.802, "gap_ev": [4.3317, 4.4384], "e_homo_ev": [-0.04, -0.15], "spin_multiplicity": 3}

Record 2
{"formula": "C5H14O4", "method": "ωB97M-V with the def2-TZVPD basis set", "species": ["O", "O", "O", "O", "C", "C", "C", "C", "C", "H", "H", "H", "H", "H", "H", "H", "H", "H", "H", "H", "H", "H", "H"], "coordinates": [[-0.01184, -1.52973, 0.19890], [0.28821, 0.82683, 1.53285], [-1.32408, -2.46995, -1.33729], [-0.44822, -0.46991, -2.50986], [-2.20635, -0.56526, -0.14289], [-1.13972, -1.56414, -0.49837], [1.09878, 1.71237, 0.77654], [0.95193, -0.35410, -2.59938], [0.68566, 0.71557, 2.88752], [0.63072, 1.68676, 3.39027], [-3.02718, -0.63201, -0.85038], [-1.80892, 0.44998, -0.17689], [1.21947, 0.70400, -2.62158], [2.14283, 1.38170, 0.77204], [-0.00415, 0.02324, 3.36650], [1.44297, -0.83544, -1.74270], [-0.78198, -1.53123, -2.43177], [0.06646, -0.69730, 0.72277], [1.32979, -0.82588, -3.51270], [1.70751, 0.32790, 2.96588], [0.71254, 1.69832, -0.24069], [-2.57224, -0.77827, 0.86584], [1.04781, 2.72652, 1.18538]], "energy_ev": -13600.797, "gap_ev": 10.1140, "e_homo_ev": -9.47, "smiles": "CC(=O)O.COC.CO"}

Record 3
{"formula": "C12H21ClN3O4", "method": "ωB97M-V with the def2-TZVPD basis set", "species": ["Cl", "O", "O", "O", "O", "N", "N", "N", "C", "C", "C", "C", "C", "C", "C", "C", "C", "C", "C", "C", "H", "H", "H", "H", "H", "H", "H", "H", "H", "H", "H", "H", "H", "H", "H", "H", "H", "H", "H", "H", "H"], "coordinates": [[-0.01219, 0.99794, -0.02475], [1.28404, 0.39062, -0.28928], [0.24155, 2.21992, 0.72073], [-0.62309, 1.33888, -1.29844], [-0.89093, 0.10620, 0.70948], [-3.71713, 0.02839, -1.48964], [-0.44943, -0.97673, 5.68453], [-0.15559, 3.34444, -3.99182], [0.60219, 0.24875, 3.62496], [1.95585, 0.42748, -3.59552], [-4.59715, -1.97291, -0.07703], [2.69791, 1.49098, -4.41541], [-4.11948, -0.85471, -0.87216], [0.65485, 2.86550, -4.65182], [-2.21312, -2.87755, 0.20504], [1.92154, 0.97174, 4.00138], [-3.52710, -2.50061, 0.88690], [0.01263, -0.43947, 4.77866], [1.75139, 2.19876, -5.37635], [2.89585, 0.02255, 4.69654], [2.59680, -0.00587, -2.83137], [2.15378, 2.95274, -6.06028], [1.17728, 0.94931, -3.03009], [-5.52729, -1.70460, 0.42633], [-4.87408, -2.79919, -0.73905], [-3.29807, -1.77214, 1.67358], [0.78386, -0.52743, 2.87798], [2.68599, 0.01344, 5.76895], [-3.94467, -3.29235, 1.51984], [-2.33121, -3.64946, -0.55645], [-1.79535, -1.99256, -0.27631], [3.14949, 2.24996, -3.76916], [-0.08786, 0.97208, 3.19521], [3.94001, 0.35448, 4.67082], [2.37853, 1.41729, 3.12429], [3.58829, 1.09987, -4.91750], [2.91954, -0.98628, 4.28442], [1.55961, 1.70190, 4.72734], [-1.54950, -3.20575, 1.00443], [1.46947, -0.31202, -4.22747], [1.29277, 1.50640, -6.09151]], "charge": -1, "energy_ev": -37961.264, "gap_ev": 8.9840, "e_homo_ev": -5.95}

Record 4
{"formula": "C43H62BrClIN4O10PS", "method": "ωB97M-V with the def2-TZVPD basis set", "species": ["I", "Br", "Cl", "S", "P", "O", "O", "O", "O", "O", "O", "O", "O", "O", "O", "N", "N", "N", "N", "C", "C", "C", "C", "C", "C", "C", "C", "C", "C", "C", "C", "C", "C", "C", "C", "C", "C", "C", "C", "C", "C", "C", "C", "C", "C", "C", "C", "C", "C", "C", "C", "C", "C", "C", "C", "C", "C", "C", "C", "C", "C", "C", "H", "H", "H", "H", "H", "H", "H", "H", "H", "H", "H", "H", "H", "H", "H", "H", "H", "H", "H", "H", "H", "H", "H", "H", "H", "H", "H", "H", "H", "H", "H", "H", "H", "H", "H", "H", "H", "H", "H", "H", "H", "H", "H", "H", "H", "H", "H", "H", "H", "H", "H", "H", "H", "H", "H", "H", "H", "H", "H", "H", "H", "H"], "coordinates": [[1.62395, 4.22188, -2.49835], [2.46572, -2.67762, -5.39086], [-4.14270, 1.65190, -0.59817], [2.09291, 1.20460, -0.90721], [1.03763, 1.64536, 2.26034], [-2.82350, 0.88103, 5.97746], [-0.85185, 8.58041, -2.29378], [2.34762, -6.91940, -1.74782], [-1.57999, 2.65858, 6.15196], [-4.55718, 4.23011, -3.19185], [-0.47761, -4.22802, 0.31021], [1.97736, -8.29949, -3.40751], [-6.34145, 4.78447, -1.94144], [-3.15503, 4.61519, -1.46625], [0.54440, 10.11581, -1.58306], [5.45854, -3.54907, 0.26932], [0.37977, 0.33690, 1.30134], [0.15035, 2.13717, 3.44702], [1.57342, -0.92529, 4.25097], [-2.64920, 2.76455, -2.91020], [2.14657, 2.01432, -4.90203], [-6.46991, 2.67901, -2.99654], [-3.44409, 3.93803, -2.39665], [-0.79696, -1.12017, 4.58424], [4.14514, -3.66160, -0.38795], [2.25653, -2.88503, 1.07848], [3.31512, -2.62280, -3.63489], [2.02853, -8.02571, -2.09361], [-0.82624, 4.20186, 7.88363], [1.77482, -9.61823, -3.92616], [2.32127, -4.23660, 1.75606], [-1.36514, 4.03157, 6.47848], [3.12254, -1.36039, -0.60007], [-1.72029, 0.99470, 0.28998], [-0.39245, 2.02964, -1.95034], [3.14817, -2.59654, 0.04264], [-5.80719, 3.97114, -2.62829], [0.66938, -4.95359, -0.12819], [0.31447, 1.39695, -0.92033], [-0.87831, 9.21745, 0.09157], [2.20313, -0.41995, -0.15741], [3.25624, -1.20134, -3.09447], [-2.41528, 1.59601, -0.74275], [0.46946, -1.37863, 3.81435], [1.32430, -1.92482, 1.49039], [1.32853, -0.67812, 0.88019], [1.61353, -9.07794, -1.09205], [-2.69593, 1.98180, 6.44639], [0.98877, 1.54430, -4.02449], [-3.71202, 2.57461, 7.39428], [-3.19327, 7.98728, -1.93926], [4.03591, -1.03802, -1.76458], [-1.76197, 7.50179, -2.04640], [-0.33437, 0.90203, 0.20126], [-1.78745, 2.12839, -1.85407], [0.32645, -2.23012, 2.57213], [-2.39059, 0.48744, 1.44374], [0.30553, -9.97380, -4.01433], [1.51874, -5.36456, 1.05466], [-0.32274, 9.33148, -1.31004], [-2.98653, 0.10928, 2.41126], [0.31598, 2.61163, -3.14743], [-1.29862, 8.24388, 0.33020], [0.09112, 3.62596, 8.00348], [-0.37278, 3.12166, -3.79709], [3.76459, -4.65624, -0.19010], [1.23784, 2.71694, 1.36963], [0.33415, -5.86995, -0.62099], [2.32992, -1.22030, 3.62568], [0.55931, -8.93504, -0.85552], [-6.99264, 2.30593, -2.12129], [2.19679, -8.93158, -0.18624], [-0.06872, 9.41058, 0.79077], [-0.67141, -2.06826, 2.16338], [-0.60979, 5.25192, 8.08192], [-3.87249, 7.14653, -1.81430], [-1.64452, 9.98014, 0.22419], [2.04839, -4.14364, 2.80160], [4.43112, -0.03054, -1.67153], [-5.77803, 1.90860, -3.32935], [-3.46997, 8.53535, -2.84075], [2.21237, -1.02116, -2.85966], [-0.16485, -9.99054, -3.03098], [-0.86201, -0.07970, 4.87981], [-3.32413, 8.66304, -1.09344], [5.92734, -2.70254, -0.02725], [2.70472, -3.27067, -3.01466], [1.94334, 2.99954, -5.31422], [-7.20602, 2.83424, -3.78284], [-3.49761, 2.21725, 8.40069], [3.10163, 1.99108, -4.38273], [-0.22305, -9.23643, -4.61810], [2.23493, 1.31919, -5.73899], [0.20153, 1.20684, -4.70574], [0.34564, -3.27101, 2.87488], [-3.35783, 2.02664, -3.28922], [2.30168, 1.19256, 2.68851], [-3.60415, -0.12917, 3.24394], [2.34429, -10.34932, -3.35088], [1.76964, -10.10068, -1.42466], [-1.45050, 6.92447, -1.17572], [-0.73791, -1.71889, 5.49548], [5.34174, -3.51353, 1.27454], [2.20843, -6.11274, 0.66562], [-0.71273, 1.61124, 3.53487], [3.36628, -4.53732, 1.77480], [-1.66662, -1.44497, 4.02514], [3.58371, -0.49478, -3.85313], [4.32662, -3.00407, -3.72128], [4.32317, -3.60624, -1.45525], [2.21111, -9.59394, -4.92300], [4.85846, -1.74704, -1.77364], [-2.27203, 4.61492, 6.30867], [-0.62956, 4.37274, 5.75243], [-4.69683, 2.22015, 7.10051], [-0.77606, -3.65624, -0.40441], [-1.53545, 3.85012, 8.63401], [-1.65692, 6.84445, -2.90906], [1.26736, 0.68539, -3.43760], [1.24232, -4.40244, -0.87593], [-3.73698, 3.66150, 7.39807], [0.87086, -5.89259, 1.75557], [-2.09980, 3.11575, -3.77635], [0.17996, -10.95551, -4.47117]], "energy_ev": -182820.175, "gap_ev": 7.8482, "e_homo_ev": -8.05, "smiles": "[H]/N=C(/C)Cc1c(CCCO)c(CN)c(CCCBr)c2c1N([PH2]=N)c1c(C#C)c(Cl)c(CC(=O)OC(C)=O)c([C@@H](I)CC)c1S2.CCOC(C)=O.CCOC(C)=O.CCOC(C)=O"}